An isolated molecule of C5H10O, computed with ωB97M-V/def2-TZVPD.

Structure (SMILES) = C/C=C/OCC
Net charge = 0
Spin multiplicity = 1
E_tot = -7392.965 eV
LUMO energy = 1.143 eV
Energy relative to the best compared isomer or geometry (same formula, charge and spin) = 173.7 kJ/mol

The geometry in XYZ format:
```
16
C5H10O | the OMol25 dataset | ωB97M-V/def2-TZVPD
C 0.32883 -0.56110 -0.27758
H -2.71869 1.72869 -0.20073
H 0.32388 1.93541 0.12035
H 2.07781 -2.43914 1.26390
C -1.82760 2.21692 0.20431
H -0.51975 1.55911 -1.40164
C -0.60186 1.51406 -0.30863
H 1.14005 -0.07804 -0.82810
H 1.62633 -3.21046 -0.43814
C 1.83770 -2.34884 0.18561
H -0.32608 -2.39704 0.56733
O -0.74293 0.16881 0.05861
H 2.61483 -1.70457 -0.25496
H -1.80983 3.26132 -0.10502
C 0.46749 -1.80393 0.11794
H -1.87017 2.15880 1.29674
```